An isolated ion of composition C10H11N2 and charge +1 at a distorted geometry, computed with wB97M-V/def2-TZVPD.

Element x y z (Å)
C  -3.55266  -0.67058  -0.07755
C  -3.22543  0.65044  -0.08338
C  -1.36589  -0.53363  0.06817
C  2.40242  -1.20669  -0.15776
C  2.77974  0.06024  -0.17858
C  0.06678  -0.52191  0.14025
C  0.47232  0.76368  0.12414
C  1.01050  -1.67616  0.17273
C  1.86896  1.22228  0.12320
C  -0.85681  1.72460  0.01079
N  -2.38904  -1.39182  0.01824
N  -1.86894  0.71482  0.00538
H  -4.51056  -1.14600  -0.13945
H  -3.85271  1.51500  -0.14897
H  3.10821  -1.99153  -0.37510
H  3.79899  0.32587  -0.41527
H  0.70216  -2.44635  -0.54139
H  1.01764  -2.14119  1.16350
H  2.13572  1.64162  1.10033
H  2.01601  2.02176  -0.60850
H  -0.93332  2.41454  0.84765
H  -0.81988  2.26858  -0.93342
H  -2.32228  -2.39783  0.03700

The gap between HOMO and LUMO comes out at 9.3 eV. The value obtained for the calculated total energy is -496.92864 a.u. As for the total charge: +1. The LUMO energy comes out at -0.12351 Ha. The calculation puts the energy above the lowest of the compared OMol25 structures with the same formula, charge and spin at 0.00 kcal per mole. The spin multiplicity is 1.

natural (NBO) atomic charge list, values in e, 6 entries: number 1, C, carries -0.053; number 2, C, carries -0.039; number 3, C, carries 0.430; number 4, C, carries -0.171; number 5, C, carries -0.164; number 6, C, carries -0.097

=====

An isolated molecule of C6H6Br2N4 at a distorted geometry, computed with wB97M-V/def2-TZVPD.

Element x y z (Å)
C  -3.40366  2.31658  -0.15422
C  -2.05761  2.15505  -0.13361
C  -3.90859  0.11265  -0.05294
C  -2.62194  -0.41336  -0.25776
C  0.47572  -0.22693  0.23780
C  1.90440  -0.26090  -0.22154
N  -4.31620  1.36416  -0.12114
N  -2.16689  -1.54840  -0.61486
N  -0.22741  0.77058  -0.20533
N  -1.47410  0.96800  -0.02958
Br  -0.94883  3.66618  0.06597
Br  -5.38912  -1.10206  0.15360
H  -3.71255  3.31280  -0.35596
H  0.04659  -0.94419  0.97550
H  2.39161  -0.67542  0.73694
H  2.03972  -1.12719  -0.92274
H  1.98100  0.61987  -0.78569
H  -1.12505  -1.66994  -0.66080

The gap between HOMO and LUMO (alpha / beta) comes out at 7.0 / 7.0 eV. The value obtained for the calculated total energy is -5599.13729 a.u. As for the total charge: 0. The LUMO energy (alpha / beta) comes out at -0.03529 / -0.03528 Ha. The calculation puts the energy above the lowest of the compared OMol25 structures with the same formula, charge and spin at 24.42 kcal per mole. The spin multiplicity is 1.

natural (NBO) atomic charge list, values in e, 6 entries: number 1, C, carries -0.150; number 2, C, carries 0.152; number 3, C, carries 0.002; number 4, C, carries 0.382; number 5, C, carries 0.091; number 6, C, carries -0.672

=====

C6H16S2Si as an isolated structure at a distorted geometry, computed with wB97M-V/def2-TZVPD.

Element x y z (Å)
C  1.55409  -0.61573  1.63530
C  2.48933  -0.07314  -1.13843
C  0.95941  2.14208  0.59769
C  -1.90872  -1.13416  -2.89228
C  -2.41934  -0.86016  1.73810
C  -0.48128  -0.22099  -0.70071
Si  1.13378  0.33156  0.10820
S  -0.19641  -1.04177  -2.20460
S  -1.42544  -1.85833  0.59953
H  1.40966  -1.68579  1.69845
H  2.55058  -0.63166  1.87169
H  1.01255  -0.36264  2.56608
H  2.46828  -1.04712  -1.45554
H  2.49903  0.42659  -2.00118
H  3.54576  0.14242  -0.81353
H  0.13908  2.31826  1.46684
H  1.86771  2.59393  0.90129
H  0.52514  2.72306  -0.18446
H  -1.97446  -1.88926  -3.77998
H  -2.32236  -0.18732  -3.37388
H  -2.55256  -1.37923  -2.00337
H  -1.64686  -0.21124  2.28208
H  -2.94972  -1.42735  2.50178
H  -3.19295  -0.26944  1.02365
H  -1.37134  0.37042  -0.70160

The gap between HOMO and LUMO comes out at 8.6 eV. The value obtained for the calculated total energy is -1324.00476 a.u. As for the total charge: 0. The LUMO energy comes out at 0.01537 Ha. The calculation puts the energy above the lowest of the compared OMol25 structures with the same formula, charge and spin at 0.00 kcal per mole. The spin multiplicity is 1.

natural (NBO) atomic charge list, values in e, 6 entries: number 1, C, carries -1.144; number 2, C, carries -1.098; number 3, C, carries -1.101; number 4, C, carries -0.774; number 5, C, carries -0.774; number 6, C, carries -0.805

=====

A 4-piece molecular cluster, C2H12N2O3 overall at a distorted geometry, computed with wB97M-V/def2-TZVPD.

Element x y z (Å)
C  -0.03112  -0.69271  -1.17497
C  0.09283  0.43505  -0.45164
N  -0.20930  1.78737  -0.81205
N  0.30799  -1.95167  -0.54093
H  -0.04066  -0.77484  -2.26670
H  0.34939  0.32321  0.61232
H  -0.31088  2.36704  0.00135
H  -1.07361  1.80768  -1.41666
H  1.27957  -1.80818  -0.24194
H  0.28181  -2.60789  -1.40761
H  4.97932  1.80154  0.17920
H  4.17237  0.99680  1.01301
O  4.32758  1.09039  0.09065
H  -2.45065  -2.68180  0.82007
H  -1.41515  -1.76215  0.46140
O  -2.16324  -1.83805  1.04950
H  -1.99082  1.40582  1.27053
H  -3.16914  0.60186  1.53325
O  -2.93629  1.50052  1.28123

Its expectation value of S² is 0.761. The gap between HOMO and LUMO (alpha / beta) comes out at 10.3 / 6.7 eV. The value obtained for the calculated total energy is -418.27919 a.u. As for the total charge: +1. The LUMO energy (alpha / beta) comes out at -0.16008 / -0.29288 Ha. The calculation puts the energy above the lowest of the compared OMol25 structures with the same formula, charge and spin at 42.06 kcal per mole. The spin multiplicity is 2.

natural (NBO) atomic charge list, values in e, 6 entries: number 1, C, carries 0.081; number 2, C, carries 0.072; number 3, N, carries -0.596; number 4, N, carries -0.736; number 5, H, carries 0.245; number 6, H, carries 0.232

=====

Question: Which value of total charge does entry 3 give?
Answer: 0